Entry one
The following is a DFT calculation (ωB97M-V/def2-TZVPD) of an isolated ion of composition C10H19N3S and charge +2.

Last column: natural (NBO) charge in e.
Positions of all 33 atoms, in Å:
C  -1.511  1.483  0.328  0.130
C  0.015  -0.358  0.173  0.322
C  -1.837  2.694  -0.188  -0.316
C  2.376  0.114  0.232  0.396
C  -2.564  0.682  0.903  -0.484
C  -2.713  -0.586  0.032  -0.083
C  -2.951  -0.290  -1.437  -0.620
C  -3.901  -1.510  0.469  -0.653
C  4.461  1.085  0.079  -0.467
C  4.241  -1.380  -0.178  -0.442
N  -0.249  0.940  0.145  -0.523
N  3.645  -0.085  0.055  -0.239
N  1.343  -0.749  0.224  -0.548
S  -1.175  -1.590  0.281  0.480
H  -1.052  3.162  -0.784  0.195
H  -2.787  3.200  -0.404  0.266
H  2.210  1.106  0.291  0.202
H  -2.303  0.329  1.893  0.241
H  -3.438  1.300  0.994  0.278
H  -3.821  0.204  -1.611  0.246
H  -2.960  -1.268  -1.962  0.244
H  -2.073  0.441  -1.759  0.199
H  -4.086  -2.315  -0.258  0.246
H  -4.852  -0.857  0.527  0.264
H  -3.809  -1.965  1.546  0.248
H  5.432  0.949  -0.371  0.270
H  4.002  2.005  -0.464  0.250
H  4.680  1.415  1.204  0.265
H  3.757  -2.150  0.275  0.225
H  4.213  -1.612  -1.306  0.262
H  5.314  -1.247  0.201  0.271
H  0.512  1.563  -0.219  0.431
H  1.510  -1.684  0.064  0.444

Output
Highest occupied orbital energy (eV): -16.17
Charge: +2
E_LUMO (eV): -8.5
HOMO-LUMO gap (Ha): 0.2822
Spin multiplicity: 1

***

Entry two
The following is a DFT calculation (ωB97M-V/def2-TZVPD) of a 2-piece molecular cluster, C10H19N3S overall.

Last column: natural (NBO) charge in e.
Positions of all 33 atoms, in Å:
C  2.323  -1.600  -1.608  -0.043
C  2.773  -0.793  -0.587  0.175
C  0.610  -0.414  -0.881  0.239
C  4.088  -0.789  0.106  -0.467
C  3.967  0.088  1.393  -0.401
C  3.201  1.410  1.089  -0.400
C  1.675  1.143  0.689  -0.238
C  -3.633  -0.246  0.492  -0.569
C  -3.686  0.733  -0.609  -0.225
C  -2.255  -0.926  0.700  -0.294
N  1.699  -0.032  -0.205  -0.289
N  1.029  -1.257  -1.825  -0.458
N  -5.057  1.414  -0.836  -0.730
S  -2.240  -2.502  1.099  0.367
H  2.818  -2.198  -2.298  0.251
H  4.784  -1.761  0.251  0.285
H  4.748  -0.189  -0.468  0.243
H  3.275  -0.384  2.221  0.202
H  4.961  0.187  1.844  0.255
H  3.071  2.089  1.971  0.251
H  3.616  1.916  0.137  0.211
H  1.082  0.904  1.591  0.226
H  1.408  2.141  0.262  0.243
H  -4.595  -0.990  0.401  0.201
H  -3.843  0.394  1.418  0.264
H  -2.858  1.525  -0.449  0.243
H  -3.470  0.233  -1.609  0.227
H  -0.313  0.043  -0.771  0.239
H  0.391  -1.807  -2.550  0.468
H  -5.641  0.889  -0.028  0.472
H  -5.543  1.160  -1.718  0.468
H  -4.837  2.476  -0.695  0.488
H  -3.546  -2.857  1.473  0.097

Output
Highest occupied orbital energy (eV): -15.20
Charge: +2
E_LUMO (eV): -6.6
HOMO-LUMO gap (Ha): 0.3167
Spin multiplicity: 1

***

The most stable of them is entry one.